[1]
This record from the Open Molecules 2025 dataset describes one molecule with the formula C24H30N6O4. The level of theory is the ωB97M-V functional and the def2-TZVPD basis.

The geometry in XYZ format:
```
64
Properties=species:S:1:pos:R:3:forces:R:3:nbo_charge:R:1
C 3.554 2.481 -5.848 0.1500 0.2007 -0.0002 -0.251
H 3.103 3.375 -5.407 0.0210 -0.0422 -0.0026 0.176
O 2.708 1.363 -5.733 -0.2407 -0.3232 0.1671 -0.480
C 2.370 0.930 -4.492 -0.0577 -0.0643 -0.0743 0.264
C 2.784 1.508 -3.302 0.0524 0.0778 -0.3808 -0.298
C 2.376 0.991 -2.083 -0.2657 -0.3715 0.1616 -0.174
C 1.549 -0.120 -2.047 0.3453 0.3573 -0.5256 -0.114
C 1.125 -0.717 -3.238 0.0975 0.0590 -0.0910 -0.283
C 1.522 -0.204 -4.455 0.0681 0.0781 -0.1457 0.328
O 1.156 -0.700 -5.669 0.2455 0.3206 0.1485 -0.494
C 0.307 -1.820 -5.697 -0.1182 -0.1853 0.0015 -0.250
H -0.654 -1.609 -5.216 0.0254 -0.0115 0.0017 0.171
H 0.143 -2.037 -6.752 -0.0245 -0.0258 0.0913 0.202
H 0.768 -2.688 -5.216 -0.0231 0.0339 -0.0007 0.177
H 0.481 -1.577 -3.168 -0.0921 -0.1005 -0.1002 0.238
C 1.079 -0.646 -0.789 -0.5281 -0.7455 0.6246 0.280
N 0.283 -1.706 -0.659 0.3464 0.0932 -0.5826 -0.262
N 0.085 -1.755 0.640 0.6700 0.2789 -0.6246 -0.002
N 0.715 -0.807 1.289 -0.2798 -0.2482 0.9293 -0.044
N 1.344 -0.104 0.420 0.4036 0.4700 -0.2503 -0.259
C -0.793 -2.693 1.264 -0.3108 -0.4599 0.6276 -0.316
H -1.253 -3.292 0.477 0.1046 0.1153 0.0863 0.256
H -0.229 -3.347 1.936 -0.1535 0.1227 -0.1284 0.251
C -1.842 -1.980 2.129 0.1962 -0.2271 -0.1677 0.695
O -2.066 -2.370 3.262 0.0369 -0.2650 0.1264 -0.638
N -2.451 -0.906 1.595 -0.2871 0.2436 -0.0259 -0.464
C -2.274 -0.460 0.256 -0.0893 0.0203 -0.4983 0.209
C -1.724 0.791 0.003 -0.0029 -0.0895 0.0508 -0.253
C -1.542 1.204 -1.306 -0.0672 0.0213 0.0119 -0.187
C -1.917 0.386 -2.358 -0.0675 -0.0032 -0.0635 -0.209
C -2.497 -0.844 -2.102 -0.0336 -0.0095 -0.0553 -0.206
C -2.682 -1.268 -0.798 -0.0864 0.1594 0.1438 -0.239
H -3.145 -2.223 -0.594 -0.0602 -0.0872 0.0376 0.214
H -2.810 -1.480 -2.917 -0.0209 -0.0564 -0.0847 0.215
H -1.760 0.712 -3.375 0.0097 0.0293 -0.1064 0.220
H -1.093 2.166 -1.500 0.0505 0.1044 -0.0217 0.224
H -1.432 1.430 0.822 0.0305 0.0592 0.1002 0.254
C -3.285 -0.080 2.462 -0.0709 0.1919 0.3160 -0.308
H -3.984 0.482 1.841 0.1173 -0.0450 0.1136 0.235
H -3.828 -0.737 3.147 0.0103 0.0809 -0.0885 0.238
C -2.404 0.904 3.255 -0.5288 -0.4441 -0.0921 0.665
O -2.349 2.085 2.978 0.0365 0.4396 -0.1932 -0.636
N -1.714 0.316 4.240 0.1926 -0.2517 0.4086 -0.612
H -1.792 -0.686 4.362 -0.1279 0.0902 -0.1638 0.423
C -0.632 0.979 4.938 0.2437 0.0707 -0.0021 -0.233
C 0.691 0.269 4.646 0.0962 0.2283 0.0371 -0.413
H 0.773 0.117 3.566 -0.0634 -0.0549 0.0904 0.231
H 0.667 -0.716 5.119 0.0053 -0.1046 -0.0313 0.195
C 1.939 1.023 5.125 -0.1142 -0.0206 0.0421 -0.206
C 2.171 2.295 4.311 0.0493 -0.2677 0.0922 -0.609
H 1.386 3.024 4.492 -0.0951 0.1410 -0.0078 0.200
H 2.193 2.064 3.249 0.0090 0.0459 -0.1636 0.215
H 3.122 2.748 4.586 0.0860 0.1078 0.0033 0.206
C 1.883 1.339 6.618 0.1378 -0.1267 -0.2487 -0.609
H 1.665 0.441 7.193 -0.0397 -0.0798 0.1402 0.204
H 2.839 1.735 6.954 0.0686 0.0720 0.0996 0.208
H 1.117 2.082 6.828 -0.1067 0.1028 0.0832 0.200
H 2.791 0.356 4.951 -0.0445 0.0303 0.0079 0.197
H -0.616 2.009 4.578 -0.0206 -0.0495 0.1316 0.229
H -0.846 0.975 6.010 0.0335 0.1258 -0.0639 0.192
H 2.693 1.446 -1.158 0.0475 0.0733 0.0847 0.233
H 3.429 2.372 -3.312 0.0604 0.0782 -0.0603 0.223
H 3.690 2.636 -6.917 0.0193 0.0287 0.0901 0.202
H 4.528 2.298 -5.383 -0.0459 0.0080 -0.0045 0.177
```
Positions in Å, forces in eV/Å.

Its multiplicity is 1. The energy above the lowest of the compared OMol25 structures with the same formula, charge and spin is 237.7 kJ/mol. As for the frontier orbital gap: 8.71 eV. The SMILES is COc1ccc(-c2nnn(CC(=O)N(CC(=O)NCCC(C)C)c3ccccc3)n2)cc1OC. As for the net charge: 0.

---

[2]
This record from the Open Molecules 2025 dataset describes C24H31AuClO3 as an isolated structure. The level of theory is the ωB97M-V functional and the def2-TZVPD basis.

The geometry in XYZ format:
```
60
Properties=species:S:1:pos:R:3:forces:R:3:nbo_charge:R:1
Au -0.097 -0.696 -1.105 -0.7024 0.3232 0.3299 0.966
Cl 3.564 -1.352 5.721 -0.0329 0.0006 -0.0637 -0.058
C 2.535 -1.221 4.305 -0.0315 0.0072 0.0081 -0.128
C 1.140 -1.280 4.454 0.0357 -0.0277 0.1239 -0.184
C 0.326 -1.170 3.368 0.0210 0.0419 -0.1341 -0.281
C 0.825 -0.980 2.031 -0.0408 -0.0089 0.2740 0.453
O -0.033 -0.855 1.106 -0.0665 0.2299 -0.3047 -0.761
C 2.253 -0.955 1.915 0.3113 0.0026 -0.1580 -0.324
C 2.989 -0.841 0.667 -0.3254 0.0623 0.0747 0.436
O 2.538 -0.794 -0.463 0.2824 -0.1827 -0.0360 -0.614
C 3.067 -1.062 3.062 -0.0294 -0.0045 0.0484 -0.156
H 0.717 -1.410 5.442 -0.0112 0.0034 0.0372 0.212
H -0.749 -1.203 3.474 -0.0436 0.0231 0.0125 0.219
H 4.090 -0.792 0.809 0.0033 -0.0324 -0.0020 0.093
H 4.143 -1.020 2.939 0.0328 -0.0022 -0.0186 0.209
C -4.017 1.752 -0.821 -0.0044 0.0672 0.0013 -0.606
C -3.479 1.142 0.475 -0.1353 -0.0331 0.1170 -0.238
C -3.292 -0.365 0.306 0.0136 -0.0057 0.0234 -0.603
C -2.261 1.879 0.991 0.0418 -0.0084 0.0297 -0.023
C -2.311 2.434 2.261 -0.0060 0.0403 0.0177 -0.233
C -1.277 3.209 2.768 0.0024 -0.0429 -0.0942 -0.293
C -0.199 3.473 1.934 -0.0034 0.0682 0.0441 -0.199
C -0.106 2.939 0.657 0.0624 0.0508 0.0963 -0.104
C 1.048 3.352 -0.229 0.1387 0.1022 0.0525 -0.224
C 2.062 2.237 -0.466 -0.0406 -0.0162 -0.0170 -0.591
C 0.572 3.936 -1.560 -0.0314 0.0310 -0.0419 -0.607
C -1.099 2.047 0.192 -0.1311 -0.0914 -0.0059 0.336
O -0.983 1.442 -0.966 0.3841 -0.3689 0.0045 -0.889
H -4.939 1.250 -1.125 -0.0354 -0.0299 -0.0196 0.182
H -3.277 1.649 -1.612 0.0321 -0.0097 -0.0208 0.235
H -4.235 2.815 -0.694 0.0034 0.0046 0.0210 0.198
H -4.248 1.287 1.247 0.0141 -0.0380 -0.0488 0.179
H -2.685 -0.571 -0.574 0.0417 -0.0242 -0.0536 0.210
H -4.263 -0.849 0.170 -0.0506 -0.0368 -0.0148 0.181
H -2.791 -0.814 1.163 0.0110 0.0269 0.0221 0.219
H -3.198 2.258 2.863 -0.0176 0.0112 0.0323 0.185
H -1.326 3.623 3.767 0.0005 0.0107 0.0230 0.192
H 0.597 4.128 2.276 0.0232 0.0204 0.0316 0.186
H 1.563 4.154 0.317 0.0195 -0.0451 -0.0581 0.180
H 1.630 1.436 -1.066 0.0076 0.0623 0.0313 0.217
H 2.405 1.803 0.475 -0.0352 0.0445 0.0118 0.201
H 2.934 2.618 -1.006 0.0486 0.0231 -0.0172 0.187
H 0.016 3.184 -2.118 0.0232 -0.0029 0.0101 0.240
H 1.426 4.266 -2.157 0.0419 0.0203 -0.0317 0.182
H -0.083 4.794 -1.400 -0.0128 0.0207 0.0292 0.196
C 1.771 -2.618 -3.388 0.0214 -0.1661 0.0644 -0.595
C 0.446 -3.177 -2.841 0.3256 0.3801 0.0981 -0.213
C 0.748 -3.992 -1.567 0.0546 -0.1070 -0.1798 -0.587
C -0.230 -4.059 -3.885 -0.0763 -0.0208 -0.0536 -0.605
C -0.405 -2.022 -2.405 0.0451 -0.3933 -0.5779 -0.239
H 2.428 -3.458 -3.631 0.0512 0.0388 -0.0258 0.196
H 2.255 -1.979 -2.651 -0.0035 -0.0056 0.0511 0.253
H 1.610 -2.036 -4.295 -0.0382 0.0361 -0.0541 0.203
H 1.449 -4.788 -1.838 -0.0323 -0.0129 0.0749 0.201
H -0.151 -4.450 -1.156 -0.0747 -0.0033 -0.0029 0.207
H 1.188 -3.361 -0.800 0.0900 0.0677 0.0222 0.243
H 0.408 -4.898 -4.168 0.0427 -0.0261 0.0062 0.205
H -0.449 -3.488 -4.789 -0.0222 0.0140 -0.0402 0.205
H -1.168 -4.465 -3.502 -0.0298 -0.0103 0.0002 0.205
H -1.395 -2.085 -2.876 -0.1622 -0.0782 0.2504 0.145
```
Positions in Å, forces in eV/Å.

Its multiplicity is 1. The energy above the lowest of the compared OMol25 structures with the same formula, charge and spin is 0.0 kJ/mol. As for the frontier orbital gap (alpha / beta): 5.78 / 5.78 eV. As for the net charge: -1.

---

[3]
This record from the Open Molecules 2025 dataset describes a 4-piece molecular cluster, C24H31F11N3O12S overall. The level of theory is the ωB97M-V functional and the def2-TZVPD basis.

The geometry in XYZ format:
```
82
Properties=species:S:1:pos:R:3:forces:R:3:lowdin_charge:R:1
C -2.190 -1.686 3.279 -0.4192 0.1651 0.3866 -0.071
C -3.578 -1.041 3.363 0.1083 -0.4663 0.3427 -0.218
C -4.599 -1.492 2.340 -0.3568 0.1048 -0.1191 -0.145
N -4.402 -0.963 0.968 0.6699 0.1607 -0.1906 0.060
C -3.424 -0.015 0.758 0.0820 0.0812 -0.2820 -0.161
C -3.639 1.303 1.264 0.6967 -0.0004 0.1494 -0.004
C -4.894 1.649 2.024 0.8312 0.2371 0.4772 -0.495
O -5.967 1.409 1.621 -1.4145 -0.2255 -0.7734 0.224
O -4.682 2.361 3.149 -0.0727 -0.1010 0.3356 0.132
C -2.710 2.294 1.078 0.0833 -0.6967 -0.2332 0.126
C -1.548 2.014 0.345 -0.0918 0.4052 0.0704 -0.255
O -0.625 2.946 0.121 0.5259 -1.1129 0.4178 -0.002
N -1.257 4.281 -0.333 -0.6022 1.2000 -0.1706 0.118
O -0.542 5.126 -0.135 0.0495 -0.2355 -0.1542 0.219
N -1.317 0.794 -0.148 -0.3614 -0.0943 -0.4886 0.074
C -0.072 0.610 -0.934 0.5038 0.3677 0.1278 -0.035
C 1.169 0.521 -0.010 -0.2256 -0.1580 -0.7435 -0.328
C 2.235 -0.402 -0.579 -0.3136 0.0249 0.1633 0.002
F 0.733 0.073 1.228 0.0559 0.0299 0.2787 -0.002
C -2.221 -0.225 0.067 -0.2446 0.1588 0.4523 -0.108
S -1.842 -1.834 -0.598 -0.4986 -0.2738 -0.4154 0.662
O -2.568 -2.845 0.064 -0.1173 -0.0089 0.3964 -0.196
O -1.853 -1.749 -2.009 0.2329 0.2044 -0.2326 -0.201
F -0.369 -1.986 -0.154 0.2582 -0.0647 0.2307 -0.098
H -2.266 -2.719 2.959 0.0804 -0.0884 -0.3417 0.083
H -1.804 -1.715 4.291 0.3192 0.0286 0.0879 0.074
H -1.488 -1.109 2.688 0.1494 -0.1679 -0.3213 0.052
H -3.489 0.042 3.424 0.0310 0.0563 -0.0163 0.071
H -3.987 -1.338 4.326 -0.2315 0.0707 0.1318 0.125
H -5.604 -1.257 2.678 -0.1305 0.2386 -0.0220 0.121
H -4.558 -2.575 2.278 0.0958 -0.1605 -0.1083 0.128
H -4.428 -1.668 0.252 0.0314 -0.2602 0.1324 0.120
H -4.006 1.936 3.696 0.2364 0.3754 0.0131 0.093
H -2.849 3.282 1.478 -0.0425 0.1359 0.1287 0.145
H -0.158 -0.230 -1.601 -0.2242 -0.1867 0.0526 0.098
H 0.050 1.486 -1.558 -0.1401 0.1347 -0.1421 0.145
H 1.566 1.524 0.099 0.0010 0.1417 0.4465 0.139
H 3.087 0.165 -0.930 0.2145 -0.0118 -0.0331 0.091
H 2.533 -1.076 0.217 0.2637 -0.0425 0.0844 0.100
H 1.856 -1.013 -1.392 -0.0032 -0.0994 -0.1685 0.069
C 0.759 2.041 9.057 -0.2766 0.0714 -0.1179 -0.054
C 1.272 1.288 7.851 0.3923 0.0354 0.4327 -0.181
O 0.199 0.991 6.922 -0.1079 -0.0581 -0.1721 0.040
C -0.160 1.969 6.116 0.2688 -0.0238 0.2630 -0.412
O 0.294 3.071 6.049 -0.0883 0.0785 -0.1531 0.183
C -1.276 1.470 5.182 -0.1719 -0.1362 0.0065 -0.525
F -2.223 0.795 5.843 0.0183 0.0254 -0.0544 0.172
F -0.777 0.659 4.237 0.1014 0.1396 0.0295 0.155
F -1.874 2.490 4.555 -0.0379 0.0626 -0.0627 0.156
H -0.048 1.487 9.538 0.0693 -0.0573 0.0482 0.086
H 1.564 2.183 9.777 0.0297 -0.0253 -0.0081 0.088
H 0.372 3.019 8.777 0.0834 0.0299 -0.0130 0.080
H 1.671 0.319 8.141 -0.1341 -0.0864 -0.1040 0.128
H 2.059 1.834 7.335 -0.1185 0.0737 -0.1193 0.127
C 1.714 -5.372 -3.002 0.2584 -0.0316 0.0321 -0.052
C 1.717 -3.936 -3.477 -0.4611 -0.2607 0.0538 -0.197
O 3.005 -3.321 -3.276 0.0133 0.1312 0.0846 0.018
C 3.925 -3.562 -4.202 -0.2568 0.0309 -0.0541 -0.401
O 3.791 -4.209 -5.194 0.0929 -0.0516 -0.0422 0.185
C 5.211 -2.796 -3.848 0.2229 -0.0873 0.1651 -0.549
F 5.539 -2.959 -2.561 -0.0302 -0.0102 -0.0189 0.168
F 5.008 -1.484 -4.053 0.0559 0.0339 -0.0286 0.151
F 6.226 -3.197 -4.595 -0.0665 0.0664 -0.0456 0.191
H 2.041 -5.431 -1.964 -0.0814 0.0215 0.0251 0.085
H 0.712 -5.792 -3.081 -0.0181 0.0232 -0.0106 0.086
H 2.391 -5.983 -3.597 -0.0463 0.0030 -0.0728 0.083
H 1.022 -3.340 -2.887 0.1018 0.1025 0.0368 0.108
H 1.420 -3.860 -4.522 0.1912 0.0266 -0.0583 0.128
C 3.683 0.521 -6.102 -0.0167 0.2644 0.0888 -0.060
C 2.331 0.571 -6.779 0.2774 -0.4089 -0.1185 -0.186
O 1.507 1.616 -6.221 -0.1665 0.0411 0.0595 0.024
C 1.735 2.845 -6.664 0.1114 -0.2853 -0.0579 -0.405
O 2.540 3.181 -7.476 -0.0101 0.1296 -0.0048 0.186
C 0.752 3.818 -5.986 -0.0164 0.1442 -0.0768 -0.549
F 0.675 3.584 -4.663 -0.0266 0.0114 0.0819 0.142
F -0.473 3.665 -6.501 -0.0058 -0.0147 0.0423 0.171
F 1.133 5.074 -6.164 -0.0115 -0.0094 0.0217 0.185
H 3.563 0.423 -5.023 -0.0131 -0.1020 -0.0042 0.070
H 4.257 -0.328 -6.470 -0.0202 -0.0237 -0.0085 0.085
H 4.253 1.429 -6.290 -0.0010 -0.0174 -0.0990 0.084
H 1.778 -0.349 -6.601 -0.1157 0.0805 0.0689 0.123
H 2.421 0.700 -7.856 -0.0195 0.1966 0.0152 0.130
```
Positions in Å, forces in eV/Å.

Its multiplicity is 1. As for the frontier orbital gap: 7.61 eV. As for the net charge: +1.

---

We obtain total energy values of -1562.03639 -1754.70180 -3496.68781 hartree for the records listed above, in that order.